# 1
7
Properties=species:S:1:pos:R:3:forces:R:3 method="wB97M-V/def2-TZVPD" s2=2.001 homo_energy_ha="-0.4466 / -0.5648" fmax_ev_per_a=4.30 total_charge=+1 homo_lumo_gap_ev="7.0 / 7.8" e_tot_ha=-1385.75570 lumo_energy_ev="-5.150 / -7.580" spin_multiplicity=3
O -1.534 1.684 -1.177 1.2 1.0 -0.4
Yb 1.347 0.761 -0.148 -2.2 -3.7 0.1
O -1.122 0.925 -0.041 0.4 -2.3 0.4
H -1.491 -0.037 -0.186 0.9 2.3 0.0
O 0.533 -1.282 -0.196 1.3 3.7 0.1
H 0.887 -2.124 0.083 0.1 -0.4 0.0
H -0.763 2.335 -1.233 -1.7 -0.7 -0.2

# 2
18
Properties=species:S:1:pos:R:3:forces:R:3 method="wB97M-V/def2-TZVPD" homo_energy_ha=-0.1624 fmax_ev_per_a=1.03 total_charge=-1 homo_lumo_gap_ev=7.5 e_tot_ha=-767.66291 lumo_energy_ev=3.038 spin_multiplicity=1
C -2.306 -0.932 1.059 0.0 0.0 0.3
C -0.915 -0.339 1.003 -0.1 -0.4 -0.9
I -0.760 0.911 2.974 0.0 0.2 0.3
C 0.286 -1.341 0.998 -0.1 -0.1 0.2
O 0.988 -1.068 -0.173 0.0 0.2 0.0
B 0.735 0.392 -0.390 0.5 -0.2 0.1
B 1.247 1.089 -1.879 -0.3 0.0 0.2
O 1.559 0.396 -3.030 0.1 -0.2 0.1
O 1.450 2.492 -1.976 0.4 -0.1 -0.6
O -0.757 0.441 -0.056 0.1 0.4 0.3
H -2.353 -1.737 0.318 0.0 0.1 -0.1
H -2.539 -1.342 2.041 0.0 0.0 0.0
H -3.040 -0.164 0.819 0.0 0.0 0.0
H 0.897 -1.218 1.900 0.0 0.0 -0.1
H -0.103 -2.370 0.983 0.0 0.0 0.0
H 1.332 1.030 0.506 -0.1 0.0 -0.1
H 2.075 0.955 -3.620 -0.2 0.2 -0.1
H 2.205 2.805 -1.477 -0.3 0.0 0.4

# 3
8
Properties=species:S:1:pos:R:3:forces:R:3 method="wB97M-V/def2-TZVPD" de_lowest_ev=4.9707 homo_energy_ha="-0.3675 / -0.3666" fmax_ev_per_a=2.82 homo_lumo_gap_ev="6.9 / 6.9" e_tot_ha=-1426.50334 lumo_energy_ev="-3.142 / -3.112" spin_multiplicity=1
O 2.087 -0.084 -0.804 0.6 -1.8 0.5
O 0.063 1.115 0.830 1.6 -0.5 -1.1
O 0.795 0.109 -1.450 1.0 -0.2 0.6
P -0.431 0.235 -0.416 -1.0 -0.8 -0.9
S -3.587 0.321 0.757 0.2 0.0 0.0
Cl -0.386 -1.744 0.338 0.1 0.3 0.2
H 2.205 -1.091 -0.558 -1.1 2.4 -0.9
H -0.746 1.140 1.305 -1.4 0.6 1.6

# 4
17
Properties=species:S:1:pos:R:3:forces:R:3 method="wB97M-V/def2-TZVPD" de_lowest_ev=8.4677 homo_energy_ha=-0.3587 fmax_ev_per_a=6.43 homo_lumo_gap_ev=10.3 e_tot_ha=-397.03946 lumo_energy_ev=0.492 spin_multiplicity=1
C -1.820 0.328 -0.466 3.6 5.2 1.3
C -2.197 -0.751 0.380 -1.6 -4.1 0.7
C -0.866 -0.791 -0.338 0.4 0.6 1.6
C 2.703 -0.389 -0.023 2.7 -3.5 0.9
H -0.137 1.152 0.696 -4.2 2.1 -1.3
H -2.149 1.874 1.019 4.6 -0.4 -2.8
H -2.297 0.754 -1.317 -0.6 -0.9 -0.8
H -3.039 -1.470 -0.021 1.9 1.4 0.7
H -2.027 -0.960 1.441 -0.5 1.2 0.0
H -0.753 -1.458 -1.067 0.6 -2.5 -2.9
H 1.417 0.842 -0.638 -1.3 1.9 0.1
H 2.920 -1.565 0.081 -0.9 2.6 0.2
H 3.786 1.304 0.007 -0.8 0.7 0.0
N -1.106 1.651 0.117 -2.2 -2.8 4.4
N 1.456 -0.134 -0.543 -1.1 -1.9 1.0
N 3.739 0.323 0.210 -0.6 -1.3 -0.5
O 0.369 -0.711 0.460 0.2 1.7 -2.6

# 5
36
Properties=species:S:1:pos:R:3:forces:R:3 method="wB97M-V/def2-TZVPD" de_lowest_ev=0.0000 homo_energy_ha=-0.2320 fmax_ev_per_a=1.11 total_charge=-1 homo_lumo_gap_ev=9.0 e_tot_ha=-1203.52111 lumo_energy_ev=2.657 spin_multiplicity=1
C -1.035 0.409 0.133 0.9 -0.2 0.2
O -1.001 0.895 1.455 -0.2 0.7 0.5
C 0.290 0.643 -0.630 -0.9 0.7 -0.1
C 0.322 1.965 -1.385 0.6 0.3 0.8
S 1.889 2.038 -2.332 -0.1 -0.2 -0.3
H -1.840 0.924 -0.391 -0.2 -0.4 -0.1
H -1.160 -0.680 0.186 -0.4 0.1 -0.2
H 1.073 0.570 0.126 0.3 -0.1 -0.2
H 0.400 -0.084 -1.419 0.0 -0.5 0.2
H 0.421 2.800 -0.697 -0.4 0.1 0.1
H -0.568 2.082 -1.997 0.2 0.0 -0.2
H 1.443 2.606 -3.457 -0.1 0.0 0.0
H -0.217 -2.434 2.806 0.2 -0.2 -0.2
H 0.206 -3.802 2.203 0.0 0.1 -0.1
O -0.368 -3.416 2.867 -0.2 -0.1 0.3
H -1.099 -2.506 -1.333 0.1 0.1 0.0
H -0.171 -3.270 -2.253 0.0 0.2 0.2
O -1.059 -2.891 -2.216 -0.1 -0.3 -0.1
H -2.469 2.169 1.335 0.2 -0.1 -0.2
H -2.524 3.684 1.236 0.1 0.0 0.0
O -2.812 2.889 0.777 -0.5 0.0 0.1
H -0.352 3.109 1.826 -0.1 -0.1 -0.1
H -0.237 4.140 0.720 -0.1 0.0 0.2
O -0.347 4.068 1.676 0.2 0.0 0.0
H 1.633 -1.601 1.766 0.4 -0.4 0.5
H 2.206 -2.767 2.555 0.1 -0.1 0.0
O 2.421 -2.261 1.765 -0.3 0.2 -0.5
H -0.502 0.192 2.056 0.1 0.1 -0.9
H 0.973 -0.508 3.076 -0.1 0.0 0.1
O 0.405 -0.893 2.401 -0.1 0.3 0.3
H -0.679 -1.459 -3.354 0.1 0.3 0.0
H 0.380 -0.331 -3.546 0.0 -0.1 0.1
O -0.477 -0.642 -3.852 -0.1 0.0 -0.2
H 1.939 -1.254 -1.016 0.0 -0.1 -0.3
H 1.499 -2.315 -0.075 0.1 -0.3 -0.1
O 1.421 -2.067 -1.014 0.3 -0.2 0.4

# 6
49
Properties=species:S:1:pos:R:3:forces:R:3 method="wB97M-V/def2-TZVPD" homo_energy_ha=-0.2751 fmax_ev_per_a=0.99 homo_lumo_gap_ev=7.5 e_tot_ha=-2001.37696 lumo_energy_ev=0.017 spin_multiplicity=1
In -0.330 1.481 2.499 -0.6 -0.7 0.4
C -0.179 -4.553 0.296 0.0 0.0 0.0
C 0.955 -3.655 -0.172 0.0 0.0 0.0
N 1.354 -2.680 0.848 0.0 0.0 0.0
C 2.521 -3.054 1.646 -0.1 0.0 0.0
C 3.822 -2.558 1.032 0.0 0.0 0.0
C 0.675 -1.526 1.003 0.2 -0.2 0.0
S 1.307 -0.468 2.229 -0.2 0.4 -0.1
N -0.360 -1.408 0.172 -0.1 0.1 -0.1
C -1.253 -0.434 0.064 -0.1 -0.1 -0.1
O -1.391 0.622 0.732 0.3 0.2 0.2
C -2.266 -0.642 -1.028 0.0 0.0 0.0
C -3.302 0.276 -1.181 0.0 0.0 0.0
C -4.247 0.107 -2.181 0.0 0.0 0.0
C -4.164 -0.983 -3.037 0.0 0.0 0.0
C -3.139 -1.906 -2.885 0.0 0.0 0.0
C -2.195 -1.737 -1.884 0.0 0.0 0.0
H -0.423 -5.285 -0.474 0.0 0.0 0.0
H -1.065 -3.956 0.507 0.0 0.0 0.0
H 0.100 -5.093 1.203 0.0 0.0 0.0
H 0.678 -3.122 -1.078 0.0 0.0 0.0
H 1.845 -4.245 -0.396 0.0 0.0 0.0
H 2.517 -4.143 1.709 0.0 0.0 0.0
H 2.400 -2.677 2.658 0.0 0.0 0.0
H 3.961 -2.967 0.029 0.0 0.0 0.0
H 4.669 -2.865 1.645 0.0 0.0 0.0
H 3.817 -1.471 0.968 0.0 0.0 0.0
H -3.367 1.107 -0.493 0.0 0.0 0.0
H -5.053 0.821 -2.288 0.0 0.0 0.0
H -4.904 -1.117 -3.816 0.0 0.0 0.0
H -3.076 -2.760 -3.547 0.0 0.0 0.0
H -1.394 -2.450 -1.751 0.0 0.0 0.0
O -1.391 1.770 4.037 0.4 0.3 -0.4
C -1.345 3.383 -0.898 0.1 0.0 0.0
O -0.206 4.027 -0.285 0.0 0.0 0.0
P 0.706 3.208 0.738 0.1 -0.2 0.1
O 1.763 2.390 -0.108 0.1 0.1 0.0
C 2.758 3.019 -0.941 -0.1 0.0 0.0
O 1.593 4.382 1.346 0.0 0.0 -0.1
C 0.972 5.317 2.253 0.0 0.0 0.0
H -1.807 4.133 -1.531 0.0 0.0 0.0
H -2.042 3.047 -0.133 0.0 0.0 0.0
H -1.025 2.530 -1.496 0.0 0.0 0.0
H 3.223 2.221 -1.510 0.0 0.0 0.0
H 3.494 3.518 -0.315 0.0 0.0 0.0
H 2.291 3.738 -1.613 0.0 0.0 0.0
H 1.757 5.991 2.579 0.0 0.0 0.0
H 0.553 4.790 3.112 0.0 0.0 0.0
H 0.191 5.875 1.738 0.0 0.0 0.0

# 7
105
Properties=species:S:1:pos:R:3:forces:R:3 method="wB97M-V/def2-TZVPD" homo_energy_ha=-0.3153 fmax_ev_per_a=16.46 homo_lumo_gap_ev=8.4 e_tot_ha=-3946.07737 lumo_energy_ev=-0.198 spin_multiplicity=1
O 17.138 13.290 24.558 1.3 -14.8 7.0
S 16.157 12.942 25.579 3.7 -3.7 3.1
O 14.742 13.185 25.365 2.6 -8.0 -0.5
O 16.486 11.388 26.148 0.4 2.8 -1.8
C 15.466 10.726 26.795 0.2 -2.6 2.1
C 16.204 9.673 27.767 -1.4 1.0 -1.1
C 16.598 13.835 27.182 -0.9 -0.2 -2.3
H 14.830 10.234 26.059 -0.2 0.0 0.2
H 14.899 11.377 27.461 -0.3 0.1 -0.2
H 17.081 9.202 27.321 -0.2 0.2 -0.2
H 15.455 8.910 27.980 0.2 -0.1 0.3
H 16.491 10.215 28.668 0.0 -0.2 0.0
H 17.505 13.339 27.527 -0.4 0.2 0.3
H 15.665 13.809 27.746 0.5 -0.5 0.5
H 16.724 14.873 26.877 0.4 0.0 0.2
O 16.128 20.215 20.895 0.9 -1.1 -3.3
S 16.646 19.264 19.909 1.4 0.0 -1.6
O 17.015 19.711 18.531 -0.5 -1.1 3.8
O 17.959 18.500 20.639 -0.9 1.1 -4.5
C 17.926 18.307 22.015 -1.1 0.3 0.8
C 19.104 17.513 22.449 -0.5 2.3 -0.7
C 15.516 17.866 19.756 0.8 0.2 -1.3
H 17.024 17.726 22.206 0.8 0.3 0.5
H 17.773 19.323 22.380 0.6 -0.4 1.0
H 19.186 17.492 23.536 -1.6 0.6 -1.1
H 20.072 17.930 22.171 -0.3 0.3 -0.6
H 19.063 16.502 22.044 -0.7 2.1 -0.3
H 14.557 18.311 19.492 -0.2 -0.1 0.7
H 15.617 17.277 20.668 -0.2 0.7 -1.2
H 15.762 17.233 18.903 0.5 0.4 -0.2
O 15.278 17.582 22.294 -2.6 -3.0 0.3
S 14.112 16.688 22.267 -1.2 0.5 3.0
O 13.414 16.214 21.044 12.3 7.3 7.2
O 14.441 15.273 23.020 -0.5 1.2 -1.2
C 15.215 15.225 24.222 0.0 0.5 0.6
C 16.619 14.879 24.019 -0.2 9.1 -4.5
C 12.815 17.392 23.460 3.3 -1.0 -0.7
H 14.961 14.293 24.725 -1.5 3.7 -2.7
H 15.011 15.968 24.993 0.0 0.8 -0.7
H 17.126 14.675 24.962 0.1 4.8 -0.6
H 17.186 15.601 23.431 -0.6 1.1 0.5
H 16.722 13.977 23.416 -1.7 2.7 -2.4
H 13.361 17.617 24.376 0.0 -0.5 -1.2
H 12.030 16.637 23.506 1.9 0.2 0.0
H 12.529 18.343 23.009 -0.2 -1.4 1.6
C 11.461 21.229 20.601 -0.4 0.4 0.6
O 11.091 19.909 20.205 0.5 -0.4 0.1
C 11.591 18.880 20.880 -1.2 -1.8 -1.7
O 12.451 18.835 21.724 0.0 3.3 -3.5
O 10.976 17.771 20.433 -0.5 1.9 -0.2
C 11.441 16.462 20.794 -5.3 2.6 -0.7
H 10.600 21.582 21.169 0.2 0.3 0.1
H 11.578 21.873 19.730 0.1 -0.4 -0.1
H 12.357 21.251 21.221 0.0 -0.1 -0.1
H 12.404 16.272 20.321 -4.5 2.0 -1.7
H 10.658 15.779 20.464 -0.7 0.8 0.4
H 11.570 16.429 21.876 -0.6 -0.1 -0.6
C 14.084 18.351 26.672 1.4 1.3 3.1
O 14.595 19.006 25.539 -0.9 0.8 -0.4
C 14.530 20.378 25.431 2.0 1.1 0.9
O 14.292 21.255 26.249 -0.8 -2.5 -0.4
O 15.130 20.753 24.319 -0.4 0.1 -1.1
C 15.436 19.889 23.202 0.3 0.4 0.6
H 14.530 18.788 27.565 -0.1 0.5 0.1
H 14.380 17.301 26.674 0.8 1.0 0.0
H 12.999 18.319 26.774 0.4 1.0 0.0
H 15.732 18.878 23.484 0.0 1.1 0.7
H 16.210 20.363 22.599 -0.2 0.2 1.6
H 14.654 19.813 22.447 -0.6 0.2 0.8
C 13.368 14.259 26.902 0.5 1.5 0.5
O 12.154 14.696 26.382 -2.5 1.6 -1.0
C 12.066 15.924 25.833 0.0 0.3 -0.1
O 12.984 16.750 25.763 -4.9 -5.6 0.5
O 10.746 16.096 25.377 2.5 -2.4 2.7
C 10.473 17.165 24.592 -1.6 2.1 -1.6
H 13.205 13.272 27.336 -0.1 0.2 0.1
H 13.768 14.987 27.606 -0.2 0.0 0.5
H 14.068 14.162 26.072 -1.7 1.4 2.2
H 11.005 18.071 24.882 0.2 -0.1 -0.2
H 9.419 17.443 24.576 -0.2 -0.5 0.8
H 10.672 16.876 23.560 -0.9 0.7 0.2
C 18.542 14.477 21.841 0.5 -0.9 0.0
O 19.024 14.964 23.111 0.7 -1.4 0.0
C 20.177 15.593 23.108 3.5 1.8 -2.9
O 20.998 15.738 22.130 -2.6 -1.8 4.6
O 20.176 16.370 24.238 -0.1 -4.1 0.3
C 21.179 17.258 24.441 3.3 0.8 1.0
H 19.153 13.601 21.623 -0.1 0.2 -0.6
H 18.576 15.248 21.072 0.4 -0.2 -0.1
H 17.498 14.192 21.975 0.4 0.0 0.0
H 21.340 18.018 23.677 -0.5 0.0 0.0
H 22.136 16.741 24.521 0.2 -0.1 -0.1
H 21.048 17.699 25.429 -0.4 0.2 -0.2
C 12.999 10.575 17.998 0.0 0.2 0.4
O 12.882 11.312 19.257 -0.3 -1.0 -0.9
C 12.748 12.632 19.164 2.6 2.3 -3.5
O 12.949 13.358 18.154 -1.2 -2.4 1.6
O 12.667 13.139 20.332 -1.0 -2.4 1.9
C 12.561 14.505 20.514 -1.3 -3.9 -2.1
H 13.160 9.519 18.215 -0.1 0.2 0.6
H 13.876 10.896 17.435 -0.3 0.4 -0.1
H 12.060 10.657 17.452 0.3 0.2 -0.2
H 12.124 14.598 21.508 0.7 -0.3 0.0
H 11.830 14.989 19.866 0.8 -2.5 -0.8
H 13.479 15.072 20.356 -0.1 -4.1 -1.3

# 8
15
Properties=species:S:1:pos:R:3:forces:R:3 method="wB97M-V/def2-TZVPD" de_lowest_ev=1.7322 homo_energy_ha=-0.3226 smiles=Cc1ccn(C)n1 fmax_ev_per_a=4.03 homo_lumo_gap_ev=9.8 e_tot_ha=-304.77184 lumo_energy_ev=1.020 spin_multiplicity=1
C 0.438 0.310 2.424 2.7 -1.2 0.5
C 0.160 -0.010 1.004 0.0 0.0 0.1
C 0.573 -1.222 0.421 0.3 0.2 0.7
C 0.163 -1.094 -0.903 0.4 0.0 0.3
N -0.390 0.146 -1.020 0.2 -0.5 0.0
C -0.846 0.822 -2.211 -0.1 0.0 -0.1
N -0.385 0.829 0.137 -0.1 -0.4 0.2
H 1.627 -0.229 2.557 -2.9 2.8 0.0
H -0.012 -0.356 3.157 -0.8 0.0 -0.3
H 0.133 1.369 2.652 1.3 -1.0 0.1
H 1.194 -1.852 1.129 -1.0 0.0 -1.9
H 0.242 -1.731 -1.776 0.0 0.1 0.2
H -0.816 0.167 -3.074 0.1 -0.3 0.0
H -0.218 1.682 -2.414 0.2 0.1 0.0
H -1.863 1.170 -2.081 -0.2 0.0 0.1

# 9
28
Properties=species:S:1:pos:R:3:forces:R:3 method="wB97M-V/def2-TZVPD" de_lowest_ev=2.3252 homo_energy_ha=-0.4599 fmax_ev_per_a=6.43 total_charge=+1 homo_lumo_gap_ev=9.5 e_tot_ha=-806.89376 lumo_energy_ev=-3.010 spin_multiplicity=1
C 4.251 0.834 -0.172 2.4 0.8 0.4
C 3.945 -0.522 -0.280 0.2 0.6 -0.6
C 3.267 1.791 0.064 0.4 0.2 -0.6
C 2.645 -0.916 -0.372 0.3 1.3 0.8
C 1.950 1.349 0.024 -1.6 2.4 1.3
C 1.657 -0.001 -0.186 -1.6 1.6 0.4
C -0.671 -0.343 1.822 0.7 -0.4 -4.9
C -0.457 -2.082 -0.631 5.7 2.7 -1.1
C -3.677 0.852 -0.186 -1.1 0.6 -0.5
C -4.948 1.090 -0.502 1.6 3.4 2.2
O -2.995 -0.316 -0.590 -1.3 0.5 0.2
P -0.071 -0.383 0.002 -1.0 -0.5 0.5
H 5.325 1.263 -0.202 -1.8 -1.3 0.1
H 4.564 -1.379 -0.355 1.5 0.1 -0.1
H 3.632 2.843 0.215 -1.0 -1.1 -0.1
H 2.490 -1.921 -0.458 -0.8 -2.5 -0.3
H 1.083 2.129 0.309 2.0 -1.9 -0.9
H -0.141 -1.070 2.267 2.4 -2.7 1.7
H -1.630 -0.725 1.788 -2.5 0.3 0.2
H -0.376 0.548 2.192 0.0 3.1 1.5
H -1.413 -1.953 -0.894 -3.5 -0.6 -1.4
H -0.219 -2.668 0.181 -0.1 -1.8 1.8
H 0.395 -2.271 -1.404 -2.2 0.2 0.8
H -3.191 1.670 0.369 0.8 -1.1 -0.3
H -0.795 0.593 -0.765 0.5 -0.6 0.6
H -5.486 0.381 -0.963 -2.2 -2.3 -1.8
H -5.456 2.074 -0.213 0.9 -1.7 -0.4
H -3.679 -0.866 -1.060 1.0 0.7 0.6

# 10
10
Properties=species:S:1:pos:R:3:forces:R:3 method="wB97M-V/def2-TZVPD" de_lowest_ev=0.6645 homo_energy_ha=-0.3457 smiles="F/C(Cl)=C/CS" fmax_ev_per_a=2.36 homo_lumo_gap_ev=10.1 e_tot_ha=-1074.91521 lumo_energy_ev=0.718 spin_multiplicity=1
F 2.325 -1.529 -0.309 0.3 -0.2 -0.2
C 1.253 -0.811 -0.678 2.0 -0.5 0.5
Cl 1.317 -0.379 -2.300 -0.3 0.0 -0.8
C 0.462 -0.375 0.248 -1.7 -0.5 1.5
C -0.765 0.352 -0.100 -0.7 2.2 -0.1
S -2.088 0.578 1.167 0.2 -0.6 -0.4
H 0.640 -0.607 1.304 0.1 -0.1 -0.6
H -1.288 0.002 -1.003 0.3 -0.1 0.4
H -0.426 1.380 -0.324 -0.5 -0.2 -0.2
H -1.430 1.389 1.995 0.2 0.1 0.0

# 11
9
Properties=species:S:1:pos:R:3:forces:R:3 method="wB97M-V/def2-TZVPD" de_lowest_ev=3.4585 homo_energy_ha=-0.3897 fmax_ev_per_a=4.21 homo_lumo_gap_ev=9.1 e_tot_ha=-772.57973 lumo_energy_ev=-1.480 spin_multiplicity=1
C 2.419 1.204 -0.402 1.2 0.1 -0.7
N 2.383 0.756 0.642 -0.4 -0.3 1.2
N -1.483 -2.288 0.577 2.2 0.8 0.3
O -2.243 0.447 0.147 2.5 0.4 1.3
O -0.217 0.930 -1.005 1.0 0.1 -0.4
O -0.482 -1.583 0.654 -2.2 -1.9 -0.2
S -0.777 0.721 0.291 -4.1 -0.1 -1.0
H -2.357 -1.714 0.450 0.3 0.7 -0.1
H 2.757 1.528 -1.354 -0.5 0.3 -0.4

# 12
16
Properties=species:S:1:pos:R:3:forces:R:3 method="wB97M-V/def2-TZVPD" de_lowest_ev=3.5952 homo_energy_ha=-0.3470 smiles=C[C@H]1[C@H]2C[C@@H]12.O fmax_ev_per_a=1.32 homo_lumo_gap_ev=10.4 e_tot_ha=-271.62049 lumo_energy_ev=0.984 spin_multiplicity=1
C 0.402 1.105 -1.380 -0.2 -0.3 0.1
C 0.745 0.179 -0.171 0.1 0.1 0.5
C 0.271 0.640 1.150 0.1 0.8 0.4
C -1.204 0.332 1.025 -0.2 0.4 0.1
C -0.167 -0.702 0.891 0.4 0.5 -0.3
H 0.784 2.114 -1.141 -0.1 -0.5 0.1
H -0.667 1.235 -1.563 0.1 -0.2 0.1
H 0.866 0.827 -2.336 -0.1 -0.3 0.3
H 1.792 -0.143 -0.235 -0.3 0.0 0.4
H 0.831 1.042 1.967 0.0 0.3 0.3
H -1.771 0.365 1.952 0.0 -0.2 -0.1
H -1.778 0.587 0.135 0.1 0.3 0.2
H -0.123 -1.626 1.488 0.5 0.6 -0.9
O -0.306 -2.413 -0.817 0.2 -0.8 -1.0
H 0.042 -1.504 -0.851 -0.4 -0.7 -0.1
H 0.408 -2.887 -0.377 -0.1 -0.1 -0.1